Entry 1:
# C28H43BrCl12F10NO2P

A cluster of 5 separate species, C28H43BrCl12F10NO2P in total (ωB97M-V with the def2-TZVPD basis set, the Open Molecules 2025 dataset).

largest force on an atom: 0.016 Eh/bohr
LUMO: 0.24 eV
DFT total energy: -10734.27585 hartree
HOMO: -8.52 eV
HOMO-LUMO gap: 8.75 eV
SMILES: CCCCCP(CCCCN(C)C(C)=O)(CCCC(F)(F)C(F)(F)F)(CCCC(F)(F)C(F)(F)F)CC(=O)Br.ClC(Cl)Cl.ClC(Cl)Cl.ClC(Cl)Cl.ClC(Cl)Cl

```
98
Properties=species:S:1:pos:R:3:lowdin_charge:R:1
H -0.906 1.512 3.915 0.0689
H -1.803 2.257 0.183 -0.0116
H 0.220 -1.184 3.565 0.0785
H 1.797 -2.010 5.140 0.1050
H -3.084 1.280 3.444 0.0936
C -6.171 -1.125 1.493 -0.4647
H -3.273 0.949 -0.968 0.0827
H 2.819 -5.128 -4.692 0.0120
Cl 0.959 2.394 -5.570 0.5306
F -6.479 -2.401 1.818 0.1318
H 2.360 0.474 3.530 0.0889
C 0.361 -0.214 4.045 -0.2330
H 3.820 -1.263 2.980 0.0545
C -0.277 0.935 3.237 -0.2826
F -1.847 -0.228 -4.484 0.1072
F -3.666 -0.056 -3.331 0.1273
Cl 5.790 -0.708 -4.695 0.5146
H -1.128 2.599 -6.604 0.0147
F -8.382 -0.929 0.660 0.1885
F -6.819 -1.397 -0.764 0.1709
H 2.132 -0.438 1.638 0.0795
Cl -2.652 4.466 -1.330 0.5372
C 3.277 -1.989 3.592 -0.1068
H 4.821 0.943 1.800 0.0682
H 3.567 0.646 -1.718 0.1022
C 3.425 0.346 -0.672 -0.1665
H -1.799 -1.594 2.947 0.0913
H 1.912 0.694 5.205 0.1126
H -0.417 1.307 -0.284 0.0795
C 4.731 -1.616 -1.260 -0.0853
O -3.411 3.805 3.179 0.0378
Cl -5.152 4.811 -2.762 0.5453
H 2.165 -1.391 -0.615 0.1020
C 5.647 1.155 1.123 0.0068
H -4.482 -1.775 0.435 0.1406
H 3.976 -2.750 3.943 0.0705
C 2.059 -0.312 -0.486 -0.1686
C -3.829 -1.172 2.397 -0.2022
O 6.728 0.009 -0.655 0.0564
C -2.306 0.450 -0.870 -0.2038
H 2.566 -2.500 2.935 0.0704
Cl -5.070 3.186 -0.356 0.5776
Br -0.958 3.990 2.059 0.7071
H -2.120 -1.760 1.253 0.0854
F -6.953 0.595 0.086 0.1396
Cl -0.350 4.802 -6.538 0.5385
Cl 3.769 -6.186 -2.837 0.5338
H 6.837 0.246 -2.829 -0.0215
H 1.388 0.079 -1.257 0.1002
H 1.378 1.052 1.004 0.1030
N 4.534 -0.547 -0.278 -0.0960
Cl 8.087 1.075 -4.634 0.5428
F -6.502 -0.351 2.550 0.1302
H -4.575 -0.011 0.694 0.0999
Cl -1.557 3.247 -4.402 0.5443
C 3.184 -4.786 -3.732 -1.5387
C -4.404 4.597 -1.182 -1.5178
C -2.348 -1.990 -3.014 -0.5262
C 5.709 0.172 -0.024 -0.4970
H 5.690 -2.104 -1.115 0.0975
H -4.144 -0.517 3.205 0.1021
H -4.620 5.468 -0.578 0.0185
C 0.071 -0.704 1.050 -0.2822
C -1.635 0.398 -2.246 -0.0919
H 6.598 1.115 1.652 0.0896
C 6.596 0.605 -3.825 -1.5369
F -3.573 -2.461 -2.781 0.1693
C -2.782 1.616 2.447 -0.2733
H 0.493 1.632 2.907 0.0489
F -1.838 -2.638 -4.053 0.1741
H -4.031 -2.184 2.766 0.1243
H 3.475 1.256 -0.070 0.1146
H 0.175 -1.652 1.587 0.0739
H 4.654 -1.244 -2.285 0.0289
C 2.554 -1.315 4.762 -0.2498
C -0.586 3.188 -5.876 -1.5418
H -0.162 -0.277 5.004 0.1160
C -2.621 3.099 2.664 -0.7982
Cl 1.836 -4.014 -2.888 0.5292
H -0.277 -0.996 0.050 0.0622
H 3.941 -2.357 -1.127 0.0597
H -3.684 1.557 1.828 0.0662
C -2.325 -1.117 2.114 -0.2370
C -1.426 1.239 0.128 -0.2760
H -1.505 1.398 -2.658 0.0644
C -4.706 -0.987 1.159 -0.0873
H 5.529 2.169 0.733 0.0908
P -1.340 0.432 1.798 0.8661
H 3.258 -1.132 5.576 0.1014
C 1.849 -0.010 4.368 -0.2178
H -0.636 -0.032 -2.132 0.1158
C 1.445 -0.038 0.890 -0.2415
H -2.480 -0.574 -0.538 0.0792
C -7.111 -0.710 0.349 -0.5614
F -1.590 -2.297 -1.941 0.1317
Cl 4.483 -3.630 -4.019 0.5335
C -2.375 -0.431 -3.260 -0.4460
Cl 5.508 1.987 -3.655 0.5333
```

Entry 2:
# C55H66IrN3O5P

A structure of composition C55H66IrN3O5P in a non-equilibrium geometry (ωB97M-V with the def2-TZVPD basis set, the Open Molecules 2025 dataset).

largest force on an atom: 0.020 Eh/bohr
LUMO (spin up / spin down): -0.03 / -0.20 eV
DFT total energy: -3121.58946 hartree
HOMO (spin up / spin down): -5.92 / -6.69 eV
spin multiplicity: 2
HOMO-LUMO gap (spin up / spin down): 5.89 / 6.49 eV

```
131
Properties=species:S:1:pos:R:3:lowdin_spin:R:1
C -3.299 1.042 3.444 0.0002
C 2.076 5.252 1.962 -0.0001
H 3.839 -5.889 3.058 0.0000
H 3.578 -0.884 2.915 0.0000
H 0.178 2.172 -6.708 0.0003
C -3.022 -3.270 2.446 0.0000
C -0.727 0.596 -4.637 0.0645
H -1.923 2.951 -5.465 0.0006
H 1.889 6.328 2.004 0.0000
C 3.447 1.268 1.181 0.0014
H 0.026 -3.290 -4.406 -0.0001
H 0.350 2.809 -0.626 0.0003
O 0.946 -3.018 2.042 -0.0003
C -4.637 -4.398 3.834 0.0000
H 3.230 -6.072 1.403 0.0000
C -2.626 2.166 2.819 0.0000
H -1.507 0.609 0.093 0.0004
H -2.892 -0.565 -6.030 0.0000
C -1.273 3.611 -4.888 0.0062
C -4.763 -0.874 -0.060 0.0001
C 0.063 -0.429 5.626 0.0001
H -0.893 -3.655 -5.879 0.0002
C -5.899 -0.840 -0.859 0.0000
H 6.624 1.191 2.575 0.0000
C -0.704 -0.330 1.910 0.0004
C 1.863 -3.737 1.659 0.0000
H 6.059 2.257 1.286 0.0001
H -5.667 -4.615 4.083 0.0000
C 5.744 1.689 2.164 0.0001
C 3.271 2.644 1.067 0.0190
H 3.061 5.067 2.393 0.0001
Ir 0.456 -1.511 0.588 0.0278
O -1.360 -2.663 0.382 0.0010
H 4.089 5.139 0.071 0.0001
H 1.474 0.780 6.710 0.0000
C -6.314 -1.984 -1.522 0.0000
N 2.257 -3.827 0.362 0.0000
C -3.606 -4.964 4.570 0.0000
H 3.935 0.566 3.848 0.0000
N 0.598 0.029 -0.735 0.2326
C -3.165 -0.203 2.973 0.0000
C 5.318 -0.335 0.802 -0.0001
C 1.215 2.398 -0.125 0.0149
H 0.537 4.934 -1.112 0.0000
H -2.565 -2.147 -6.740 -0.0001
H -1.264 -1.471 4.328 0.0000
H -3.833 -5.622 5.399 0.0000
H -3.777 -0.989 3.401 0.0000
C 0.966 3.971 -3.872 -0.0010
H 3.010 6.488 -0.306 0.0000
H 1.336 4.748 2.588 0.0000
H -3.322 -1.709 -3.778 0.0004
C 0.114 2.988 -4.676 0.0084
C -0.129 0.000 3.246 0.0001
H -3.989 1.227 4.259 0.0000
H 0.555 6.285 0.018 0.0000
H -1.504 2.818 1.162 0.0001
H -0.192 4.757 0.493 0.0000
H 2.358 -2.352 -1.002 0.0003
H -2.154 -2.895 -3.176 -0.0001
C -1.990 -3.847 3.183 0.0000
H 5.379 2.390 2.917 0.0000
C -2.109 -1.303 -6.219 -0.0007
C -0.829 -0.665 -4.128 0.0485
C 2.145 3.231 0.485 -0.0003
C -0.513 -0.694 4.393 -0.0001
H 2.148 2.059 4.699 0.0000
H -5.912 -4.055 -1.928 0.0000
O 2.314 -0.846 0.936 0.0069
H 4.606 -1.112 0.522 0.0001
C -4.457 -3.202 -0.609 0.0000
C 2.412 0.462 0.688 0.0184
H 0.365 -2.412 -5.909 0.0000
H 5.228 -0.590 3.512 -0.0001
C 4.690 0.638 1.812 -0.0005
H 4.031 3.295 1.477 0.0011
H 0.958 3.742 -6.526 0.0011
H 3.054 5.063 -1.357 0.0000
C -4.347 -3.554 2.772 0.0000
C -0.266 -0.949 -2.816 0.1132
H 0.949 2.213 -2.193 -0.0008
C -1.474 -1.801 -4.920 0.0017
H -1.371 -0.860 -6.892 0.0000
C 4.331 -0.120 3.098 -0.0003
H 1.140 1.575 2.525 0.0003
H -3.884 -4.118 -0.519 0.0000
C 0.845 0.988 3.384 0.0003
H -1.187 4.558 -5.428 0.0012
C 0.789 2.779 -6.039 0.0057
H 1.083 -3.429 -1.251 0.0004
C 3.551 -5.355 2.160 0.0000
H -0.252 -0.996 6.494 0.0000
C -1.901 1.974 1.713 0.0002
C 1.028 0.560 5.748 -0.0001
C 0.223 0.191 -2.023 0.1013
H 4.401 -4.767 1.808 0.0000
C 1.408 1.271 4.619 0.0001
H 6.200 -0.811 1.239 0.0000
C -0.423 -2.858 -5.296 0.0016
C -4.041 -2.056 0.068 0.0001
H -1.479 -5.131 4.818 0.0000
C -2.575 -2.450 -4.074 0.0020
N 1.669 -2.957 -0.568 0.0022
H 1.968 3.579 -3.689 -0.0002
C 0.642 5.199 -0.058 0.0000
H -2.796 3.165 3.199 0.0000
P -2.580 -2.140 1.109 -0.0001
C -1.584 0.644 1.171 0.0000
H -0.960 -3.629 2.930 0.0000
O 2.474 -4.503 2.551 -0.0001
H -7.199 -1.956 -2.144 0.0000
H 3.110 -4.295 0.110 0.0001
C -2.285 -4.690 4.244 0.0000
C 1.988 4.752 0.512 -0.0005
O -0.123 -2.128 -2.412 0.2096
H 1.065 4.906 -4.426 -0.0001
H 5.627 0.193 -0.102 0.0000
H -3.081 -3.229 -4.652 0.0001
C 1.385 1.020 -0.087 0.0068
C 0.417 1.427 -2.702 0.0169
H -4.437 0.021 0.458 0.0000
C 3.104 5.399 -0.319 0.0000
H -1.137 0.805 -5.616 0.0017
H 0.509 4.206 -2.908 -0.0001
H -5.154 -3.117 2.196 0.0000
C -0.047 1.647 -3.966 0.0838
H -1.757 3.805 -3.929 0.0001
C -5.593 -3.167 -1.398 0.0000
H 1.754 2.282 -5.920 0.0004
H -6.457 0.081 -0.962 0.0000
C -2.246 -0.570 1.872 0.0004
```

Entry 3:
# C4H20NO8

A cluster of 8 separate species, C4H20NO8 in total in a non-equilibrium geometry (ωB97M-V with the def2-TZVPD basis set, the Open Molecules 2025 dataset).

largest force on an atom: 0.025 Eh/bohr
LUMO: 3.26 eV
DFT total energy: -821.12081 hartree
HOMO: -5.39 eV
net charge: -1
HOMO-LUMO gap: 8.65 eV

```
33
Properties=species:S:1:pos:R:3:lowdin_charge:R:1
H 1.197 -2.532 3.607 0.0106
O 0.648 -3.322 3.557 -0.0788
H -1.791 -3.189 1.795 0.0118
H -3.851 -1.538 2.866 0.0346
C 1.509 -1.500 -0.352 -0.1605
H 2.593 -1.385 -0.417 0.1118
H 1.432 -2.578 -0.157 0.1176
H 0.042 2.995 -1.131 -0.0039
O -0.839 3.422 -1.156 -0.1102
H 2.759 0.593 -1.958 0.1197
O -0.547 4.951 1.092 -0.1105
C 1.780 1.045 -1.686 -0.4399
C 0.771 -1.139 -1.656 -0.2483
H 0.360 -3.380 2.632 0.0032
H -2.181 0.713 -2.331 0.0408
H -1.517 -3.081 0.268 0.0006
H -0.201 -1.613 -1.515 0.0915
O 1.550 -0.985 1.935 0.0141
H 0.117 -0.143 0.787 0.1321
C 0.980 -0.822 0.875 -0.2347
H -2.820 -0.934 0.683 -0.0063
H 0.017 4.209 1.362 0.0250
H -2.408 -0.546 -0.753 0.0036
O -2.557 -1.334 -0.152 -0.1190
H 1.217 -1.690 -2.499 0.1030
H -3.434 -0.938 2.985 0.0343
H -0.474 4.836 0.123 0.0022
O 1.751 2.208 -1.270 -0.0607
O -1.531 -3.686 1.019 -0.0706
N 0.716 0.283 -1.887 -0.0491
H -0.625 0.694 -1.794 0.0226
H -1.429 2.643 -1.104 0.0082
O -1.696 0.824 -1.504 -0.1948
```